Record 1
A 2-piece molecular cluster, C5H14NO overall. Source: the OMol25 dataset; level of theory: the ωB97M-V functional and the def2-TZVPD basis.

```
21
C5H14NO, DFT the ωB97M-V functional and the def2-TZVPD basis
O 0.90770 -2.93899 -1.01346
N -0.97456 -0.43996 -1.41893
C 0.47856 2.04428 1.15312
C -1.60716 -1.54097 -1.52938
C -0.68925 0.15732 -0.07289
C 1.11430 1.00654 2.06706
C 0.06867 1.46557 -0.23506
H 0.41256 0.30038 2.50187
H -0.05708 -0.55967 0.43815
H -0.48247 2.27212 -0.71826
H 1.10265 2.91160 0.93395
H 1.76974 -3.33899 -1.05727
H -0.85651 0.11279 -2.26952
H 0.33638 -3.67699 -1.27714
H -1.86819 -2.01865 -2.46624
H -2.16427 -1.83488 -0.64137
H 1.91444 0.44603 1.56455
H -0.39657 2.51228 1.62478
H -1.65882 0.31730 0.38386
H 0.97267 1.28498 -0.82352
H 1.67719 1.51790 2.85569
```

Its multiplicity is 1. As for the frontier orbital gap: 9.9 eV. The calculation puts the LUMO energy at -5.06 eV. The value obtained for the HOMO energy is -15.01 eV. Its total charge is +1. The value obtained for the energy above the lowest of the compared OMol25 structures with the same formula, charge and spin is 41.1 kcal/mol. As for the electronic energy: -8942.228 eV.


Record 2
A 2-piece molecular cluster, C5H14NO overall. Source: the OMol25 dataset; level of theory: the ωB97M-V functional and the def2-TZVPD basis.

```
21
C5H14NO, DFT the ωB97M-V functional and the def2-TZVPD basis
O -2.32057 1.36512 -1.38698
N -0.34470 0.62651 0.34878
C -1.03558 -1.81960 0.88568
C 1.36421 -1.02989 0.00416
C -0.21909 -0.89227 -0.04728
C 0.92396 1.34016 0.41300
C 1.83092 0.35241 -0.37404
H 0.98642 2.39990 0.22388
H -0.94879 1.06440 -0.37341
H 1.16760 1.25388 1.51717
H -0.51099 -1.01973 -1.11285
H 1.71372 0.53524 -1.44393
H 1.53642 -1.36656 1.07340
H -0.48950 -2.79827 0.80770
H -2.81954 2.18600 -1.40628
H 2.86002 0.59726 -0.13345
H -0.80927 0.71651 1.28640
H -0.71526 -1.34306 1.83330
H -1.81580 1.42899 -2.15776
H 1.78971 -1.84529 -0.63761
H -2.14391 -1.75171 0.68013
```

Its multiplicity is 1. As for the frontier orbital gap: 12.6 eV. The calculation puts the LUMO energy at -3.04 eV. The value obtained for the HOMO energy is -15.67 eV. Its total charge is +1. The value obtained for the energy above the lowest of the compared OMol25 structures with the same formula, charge and spin is 24.3 kcal/mol. As for the electronic energy: -8942.953 eV.


Record 3
A 2-piece molecular cluster, C5H14NO overall. Source: the OMol25 dataset; level of theory: the ωB97M-V functional and the def2-TZVPD basis.

```
21
C5H14NO, DFT the ωB97M-V functional and the def2-TZVPD basis
O -0.04390 0.91541 2.13438
N -0.35744 -1.49345 0.87213
C -0.86681 -0.94954 -1.49189
C -0.38385 -1.01838 -2.93340
C 1.31754 2.87225 1.99088
C 0.03491 2.12523 2.06592
C 0.09385 -1.65892 -0.55056
H 1.09354 -1.24125 -0.62291
H 0.24110 -2.00056 1.52337
H -1.31579 -1.81889 0.99187
H -0.97679 0.08867 -1.17323
H 2.08651 2.29450 1.48377
H -1.84959 -1.40843 -1.40827
H -0.88632 2.73138 2.08915
H 0.12724 -2.72300 -0.76289
H -0.31549 -0.49816 1.17014
H -1.09474 -0.50960 -3.58131
H 0.59415 -0.55149 -3.05842
H 1.65670 3.05243 3.01761
H 1.16589 3.84389 1.52179
H -0.32071 -2.05211 -3.27812
```

Its multiplicity is 1. As for the frontier orbital gap: 11.2 eV. The calculation puts the LUMO energy at -2.99 eV. The value obtained for the HOMO energy is -14.18 eV. Its total charge is +1. The value obtained for the energy above the lowest of the compared OMol25 structures with the same formula, charge and spin is 13.8 kcal/mol. As for the electronic energy: -8943.409 eV.


Record 4
A 2-piece molecular cluster, C5H14NO overall. Source: the OMol25 dataset; level of theory: the ωB97M-V functional and the def2-TZVPD basis.

```
21
C5H14NO, DFT the ωB97M-V functional and the def2-TZVPD basis
O 2.95058 -0.35586 2.12270
N 2.16544 -0.26089 -1.02926
C -2.23394 0.50006 -0.58876
C 0.74066 0.21655 -0.90854
C -1.20275 0.87736 0.51823
C -2.60209 -1.00247 -0.52347
C 0.33202 0.59996 0.31224
H 3.49850 -1.01306 2.58648
H -1.83634 0.87700 -1.53450
H 2.38324 -0.58581 -0.09545
H 2.32678 -1.01838 -1.79879
H 0.88689 0.50439 1.31936
H -1.58993 -1.54523 -0.46004
H -3.20120 1.01079 -0.36596
H -2.91892 -1.41846 -1.43136
H 0.27394 0.35323 -1.90273
H -1.41692 1.88280 0.76703
H -1.51797 0.65360 1.54448
H 2.79810 0.49179 -1.10523
H 3.33816 0.49247 2.19310
H -3.17424 -1.25983 0.38045
```

Its multiplicity is 1. As for the frontier orbital gap: 10.5 eV. The calculation puts the LUMO energy at -3.45 eV. The value obtained for the HOMO energy is -13.99 eV. Its total charge is +1. The value obtained for the energy above the lowest of the compared OMol25 structures with the same formula, charge and spin is 59.0 kcal/mol. As for the electronic energy: -8941.451 eV.


Record 5
A 2-piece molecular cluster, C5H14NO overall. Source: the OMol25 dataset; level of theory: the ωB97M-V functional and the def2-TZVPD basis.

```
21
C5H14NO, DFT the ωB97M-V functional and the def2-TZVPD basis
O 2.65396 0.78309 -1.27111
N -0.26961 0.47586 -0.74479
C -0.99562 0.66871 0.57459
C -0.68449 -1.68845 0.27293
C -1.73033 -0.65457 0.70234
C 0.14120 -1.00877 -0.81088
C 0.01346 0.97451 1.65307
H 0.58708 1.88509 1.46575
H 1.21168 -1.05950 -0.68856
H -2.06744 -0.87596 1.71534
H 0.55113 1.08397 -0.72516
H 2.81502 1.52064 -1.86598
H -0.77670 0.73540 -1.58524
H -0.47079 1.12132 2.61816
H -1.68443 1.50330 0.46539
H 3.53320 0.39495 -1.15502
H -2.61211 -0.67618 0.05821
H -0.03278 -1.24857 -1.85966
H -1.13217 -2.58091 -0.01744
H 0.01954 -1.81543 1.08530
H 0.71181 0.16686 1.78335
```

Its multiplicity is 1. As for the frontier orbital gap: 12.9 eV. The calculation puts the LUMO energy at -3.02 eV. The value obtained for the HOMO energy is -15.89 eV. Its total charge is +1. The value obtained for the energy above the lowest of the compared OMol25 structures with the same formula, charge and spin is 5.4 kcal/mol. As for the electronic energy: -8943.773 eV.


Record 6
An isolated ion of composition C5H14NO and charge +1. Source: the OMol25 dataset; level of theory: the ωB97M-V functional and the def2-TZVPD basis.

```
21
C5H14NO, DFT the ωB97M-V functional and the def2-TZVPD basis
O -1.06771 -0.75881 1.81660
N 1.26481 -0.43215 0.71051
C -1.95533 -0.37719 0.78714
C 1.86595 1.47927 -0.83290
C -1.35403 -0.97876 -0.43383
C 0.72512 0.64787 -0.26828
C -0.34791 -0.01316 -1.12771
H 0.18966 1.53747 0.35812
H -0.88188 -1.95782 -0.27429
H 2.71011 0.92357 -1.23518
H -0.92689 0.63792 -1.78729
H 0.10619 -0.60835 -2.01490
H -2.97815 -0.77659 1.01738
H -1.36732 -1.21255 2.66272
H 1.53786 2.16639 -1.70911
H -2.04445 0.71215 0.72703
H 2.05509 -0.99057 0.28301
H 0.52402 -1.07331 1.12172
H -2.14608 -1.14174 -1.22143
H 2.44347 2.06240 -0.05813
H 1.64749 0.15394 1.47881
```

Its multiplicity is 1. As for the frontier orbital gap: 11.6 eV. The calculation puts the LUMO energy at -3.13 eV. The value obtained for the HOMO energy is -14.74 eV. Its total charge is +1. The value obtained for the energy above the lowest of the compared OMol25 structures with the same formula, charge and spin is 40.6 kcal/mol. As for the electronic energy: -8942.247 eV.


Record 7
A 2-piece molecular cluster, C5H14NO overall. Source: the OMol25 dataset; level of theory: the ωB97M-V functional and the def2-TZVPD basis.

```
21
C5H14NO, DFT the ωB97M-V functional and the def2-TZVPD basis
O -0.05271 -4.25599 0.08266
N 0.87373 -0.42272 -1.51554
C -0.50492 1.87054 0.52818
C 0.33422 0.46131 -2.27873
C -0.92882 0.38097 0.24887
C 0.30050 -0.52916 -0.14265
C 0.37839 2.05447 1.76089
H -0.73151 0.64108 -2.26892
H 0.31920 1.14017 2.35821
H -1.12824 -0.09400 1.21857
H -0.05571 2.78764 2.44609
H 1.71164 -0.91879 -1.79425
H -0.87035 -4.73765 -0.12733
H -1.81467 0.29594 -0.38438
H 0.96769 1.00992 -2.97863
H -0.10444 -1.52169 0.02053
H 0.53966 -4.88403 0.49108
H -1.49076 2.30817 0.68554
H 1.03000 -0.17263 0.58077
H -0.16920 2.23190 -0.45721
H 1.39630 2.35457 1.52625
```

Its multiplicity is 1. As for the frontier orbital gap: 9.2 eV. The calculation puts the LUMO energy at -5.40 eV. The value obtained for the HOMO energy is -14.62 eV. Its total charge is +1. The value obtained for the energy above the lowest of the compared OMol25 structures with the same formula, charge and spin is 60.9 kcal/mol. As for the electronic energy: -8941.366 eV.


Record 8
A 2-piece molecular cluster, C5H14NO overall. Source: the OMol25 dataset; level of theory: the ωB97M-V functional and the def2-TZVPD basis.

```
21
C5H14NO, DFT the ωB97M-V functional and the def2-TZVPD basis
O -0.23695 -2.17566 -2.43990
N 1.45724 -0.39645 1.69725
C 0.16252 0.53582 -0.15568
C 0.36438 -0.63282 0.67074
C -0.38386 -1.79789 0.81832
C -0.96509 2.79025 -0.52319
C -0.39678 1.87266 0.52205
H 1.32089 0.58352 1.97313
H 2.40301 -0.49908 1.29744
H -0.91431 -2.22260 -0.03585
H -1.24182 1.47573 1.08259
H 0.33547 2.26508 1.22789
H -0.64842 -2.37002 1.70980
H -1.11475 -1.79616 -2.57274
H -0.23228 3.38758 -1.08906
H -1.49876 2.28052 -1.32397
H 1.42693 -1.04394 2.49082
H -0.49805 0.22718 -0.97583
H -1.54153 3.60580 -0.08764
H 1.05002 0.81652 -0.76670
H 0.05970 -2.49491 -3.32330
```

Its expectation value of S² is 0.756. Its multiplicity is 2. As for the frontier orbital gap (alpha / beta): 8.2 / 4.9 eV. The calculation puts the LUMO energy (alpha / beta) at -10.28 / -13.55 eV. The value obtained for the HOMO energy (alpha / beta) is -18.43 / -18.43 eV. Its total charge is +2. The value obtained for the energy above the lowest of the compared OMol25 structures with the same formula, charge and spin is 59.7 kcal/mol. As for the electronic energy: -8927.846 eV.


Record 9
A 2-piece molecular cluster, C5H14NO2 overall. Source: the OMol25 dataset; level of theory: the ωB97M-V functional and the def2-TZVPD basis.

```
22
C5H14NO2, DFT the ωB97M-V functional and the def2-TZVPD basis
O 0.59802 1.80380 1.32536
O 3.11505 0.94339 1.78321
N -0.59701 -0.54780 -0.55641
C 0.71285 1.56731 0.00310
C -0.47714 0.92034 -0.73505
C -1.62684 -1.11384 -1.37649
C -0.63597 -0.94515 0.83340
C -1.40494 -2.56860 -1.72979
H -1.24016 -3.19649 -0.84934
H 1.62311 0.98745 -0.26702
H -0.55533 -2.68729 -2.35747
H -1.41780 1.37628 -0.37514
H -0.33708 -0.12324 1.48648
H 0.03015 -1.78559 1.02489
H 0.88591 2.47992 -0.64374
H 2.15984 1.22855 1.85504
H -2.28671 -2.95055 -2.25582
H -0.33627 1.09951 -1.80232
H -2.64775 -0.96428 -0.99238
H -1.65278 -1.20930 1.13859
H 3.47922 1.10707 2.65857
H -1.59909 -0.52887 -2.30004
```

Its multiplicity is 1. As for the frontier orbital gap: 6.7 eV. The calculation puts the LUMO energy at 3.79 eV. The value obtained for the HOMO energy is -2.94 eV. Its total charge is -1. The value obtained for the energy above the lowest of the compared OMol25 structures with the same formula, charge and spin is 17.9 kcal/mol. As for the electronic energy: -10996.831 eV.


Record 10
A 2-piece molecular cluster, C5H14NO2 overall. Source: the OMol25 dataset; level of theory: the ωB97M-V functional and the def2-TZVPD basis.

```
22
C5H14NO2, DFT the ωB97M-V functional and the def2-TZVPD basis
O 1.38559 -3.26030 1.55954
O 1.32137 1.55459 1.46018
N -0.48601 -1.29908 0.26689
C -0.46793 0.75331 -2.20351
C 0.41389 -0.20599 0.00381
C -1.37358 1.59815 0.03942
C -0.17685 1.03073 -0.69526
C 1.07772 0.26504 1.38115
H -1.04269 -1.22959 1.10171
H 2.02007 -0.38277 1.41460
H -2.19208 1.92303 -0.61934
H -0.17570 -0.23971 -2.56961
H 0.87826 -2.90690 0.80135
H -1.09469 2.41626 0.69857
H 0.43554 -0.21330 2.17578
H -1.50855 0.83542 -2.53984
H -1.00439 -1.68716 -0.50539
H 0.69194 1.67009 -0.79147
H 0.15032 1.42247 -2.80855
H 1.74260 -2.38006 1.78221
H -1.86173 0.83854 0.66376
H 1.26691 -0.50277 -0.61597
```

Its multiplicity is 1. As for the frontier orbital gap: 6.5 eV. The calculation puts the LUMO energy at 3.76 eV. The value obtained for the HOMO energy is -2.73 eV. Its total charge is -1. The value obtained for the energy above the lowest of the compared OMol25 structures with the same formula, charge and spin is 22.3 kcal/mol. As for the electronic energy: -10996.639 eV.